[1]
{
  "formula": "C42H47BaN5O2P3",
  "method": "wB97M-V/def2-TZVPD",
  "total_charge": 1,
  "max_force_ev_per_a": 2.1,
  "de_lowest_ev": 2.270,
  "symbols": ["Ba", "C", "C", "C", "C", "N", "C", "C", "C", "C", "C", "C", "N", "C", "C", "C", "C", "C", "N", "H", "H", "H", "H", "H", "H", "H", "H", "H", "H", "H", "C", "P", "C", "C", "C", "P", "C", "C", "H", "H", "H", "H", "H", "H", "H", "H", "H", "H", "H", "H", "H", "H", "H", "H", "O", "C", "C", "C", "C", "C", "C", "C", "P", "C", "C", "C", "C", "C", "C", "C", "C", "C", "C", "C", "C", "H", "H", "H", "H", "H", "H", "H", "H", "H", "H", "H", "H", "H", "H", "C", "N", "C", "N", "O", "H", "H", "H", "H", "H", "H"],
  "xyz": [[-0.235, -0.020, -0.083], [-0.334, 0.998, 4.759], [0.460, 0.041, 5.347], [0.919, -1.032, 4.587], [0.549, -1.101, 3.256], [-0.211, -0.156, 2.683], [-0.635, 0.877, 3.405], [0.981, -2.285, 2.394], [1.427, -3.467, 2.992], [1.822, -4.518, 2.196], [1.757, -4.405, 0.811], [1.286, -3.220, 0.275], [0.927, -2.192, 1.060], [1.162, -3.075, -1.275], [1.715, -4.020, -2.132], [1.520, -3.863, -3.498], [0.803, -2.778, -3.975], [0.319, -1.858, -3.057], [0.501, -2.027, -1.749], [-0.708, 1.851, 5.308], [0.736, 0.116, 6.390], [1.564, -1.772, 5.035], [-1.239, 1.625, 2.909], [1.440, -3.557, 4.068], [2.171, -5.439, 2.645], [2.045, -5.239, 0.191], [2.294, -4.853, -1.765], [1.938, -4.587, -4.186], [0.634, -2.625, -5.032], [-0.215, -0.966, -3.375], [3.720, 0.064, 0.059], [2.697, 0.502, -1.405], [3.664, -0.296, -2.740], [3.101, 2.268, -1.623], [2.450, 2.826, -2.894], [0.585, 2.696, -2.944], [0.158, 4.471, -3.014], [0.357, 2.225, -4.702], [4.769, 0.338, -0.076], [3.668, -1.008, 0.265], [3.332, 0.593, 0.933], [4.709, 0.023, -2.751], [3.232, -0.079, -3.719], [3.643, -1.381, -2.609], [4.185, 2.412, -1.635], [2.703, 2.784, -0.745], [2.857, 2.334, -3.781], [2.708, 3.883, -2.995], [0.753, 5.002, -3.761], [0.326, 4.925, -2.035], [-0.897, 4.604, -3.253], [0.852, 2.902, -5.403], [-0.710, 2.202, -4.935], [0.756, 1.221, -4.871], [0.571, 2.069, 0.624], [0.226, 3.077, 1.300], [-0.864, 4.026, 0.662], [-0.465, 5.366, 0.745], [-1.353, 6.400, 0.526], [-2.704, 6.126, 0.306], [-3.117, 4.811, 0.228], [-2.199, 3.755, 0.356], [-2.695, 2.058, -0.015], [-4.383, 1.826, 0.642], [-4.494, 1.301, 1.930], [-5.734, 1.122, 2.525], [-6.888, 1.453, 1.827], [-6.794, 1.960, 0.539], [-5.549, 2.146, -0.047], [-2.996, 2.062, -1.825], [-3.284, 0.831, -2.422], [-3.514, 0.735, -3.786], [-3.448, 1.870, -4.585], [-3.156, 3.095, -4.006], [-2.931, 3.190, -2.637], [0.559, 5.579, 1.032], [-1.009, 7.426, 0.579], [-3.419, 6.932, 0.207], [-4.165, 4.593, 0.052], [-3.601, 1.020, 2.478], [-5.799, 0.720, 3.528], [-7.859, 1.315, 2.286], [-7.690, 2.216, -0.012], [-5.492, 2.538, -1.056], [-3.353, -0.058, -1.803], [-3.756, -0.226, -4.226], [-3.630, 1.800, -5.650], [-3.104, 3.990, -4.614], [-2.695, 4.149, -2.195], [-3.723, -4.735, 0.460], [-3.029, -3.472, 0.612], [-2.651, -2.665, -0.402], [-2.859, -3.104, -1.665], [-2.122, -1.567, -0.163], [-3.991, -5.102, 1.447], [-3.089, -5.491, -0.009], [-4.644, -4.622, -0.116], [-2.936, -3.047, 1.519], [-3.127, -4.052, -1.862], [-2.458, -2.566, -2.412]],
  "lowdin_charge": [1.7236, -0.0252, -0.0379, -0.0090, -0.2131, -0.0022, -0.1286, -0.1833, -0.0005, -0.0253, -0.0052, -0.1894, 0.0286, -0.2084, -0.0046, -0.0386, -0.0396, -0.1528, -0.0616, 0.1178, 0.1170, 0.1072, 0.0844, 0.1092, 0.1196, 0.1055, 0.1069, 0.1177, 0.1141, 0.1103, -0.2739, 0.7528, -0.2768, -0.4314, -0.4162, 0.8589, -0.2765, -0.2931, 0.0468, 0.0269, 0.0403, 0.0499, 0.0295, 0.0295, 0.0880, 0.0688, 0.0653, 0.0769, 0.0481, 0.0325, 0.0131, 0.0482, 0.0124, 0.0228, -0.5547, -0.1690, -0.2472, -0.0858, -0.0743, -0.0808, -0.1003, -0.3485, 1.0197, -0.3609, -0.1011, -0.0818, -0.0817, -0.0743, -0.0890, -0.3788, -0.1181, -0.0826, -0.0930, -0.0885, -0.1072, 0.1070, 0.1048, 0.1036, 0.1026, 0.0849, 0.1036, 0.1050, 0.1065, 0.1062, 0.0803, 0.1013, 0.1077, 0.1137, 0.0921, -0.0705, 0.0342, -0.6054, 0.2119, -0.2882, 0.0918, 0.0874, 0.0924, 0.1464, 0.0992, 0.0999]
}

***

[2]
{
  "formula": "C42H47ClP3Yb",
  "method": "wB97M-V/def2-TZVPD",
  "total_charge": 2,
  "energy_ha": -4271.075762,
  "max_force_ev_per_a": 2.4,
  "spin_multiplicity": 2,
  "symbols": ["Yb", "Cl", "P", "P", "C", "C", "C", "C", "C", "C", "C", "C", "C", "C", "C", "H", "H", "H", "H", "H", "C", "C", "C", "C", "C", "H", "H", "H", "H", "H", "C", "C", "C", "C", "C", "H", "H", "H", "H", "H", "C", "C", "C", "C", "C", "H", "H", "H", "H", "H", "C", "C", "C", "C", "C", "H", "H", "H", "H", "H", "C", "C", "C", "C", "C", "H", "H", "H", "H", "H", "H", "H", "C", "C", "P", "C", "C", "C", "C", "H", "H", "H", "H", "H", "H", "H", "H", "H", "H", "H", "H", "H", "H", "H"],
  "xyz": [[1.683, 0.343, 0.664], [3.939, -0.354, 0.272], [0.027, -2.621, -0.287], [-0.080, 2.576, -0.382], [0.408, -3.567, 1.245], [1.223, -3.390, -1.463], [-1.603, -3.305, -0.859], [-1.723, 3.383, -0.417], [0.799, 3.432, 0.974], [0.790, 3.258, -1.843], [-0.457, -4.488, 1.866], [-0.109, -5.076, 3.086], [1.134, -4.801, 3.671], [2.027, -3.933, 3.028], [1.681, -3.338, 1.822], [-1.399, -4.762, 1.387], [-0.797, -5.769, 3.589], [1.426, -5.288, 4.612], [3.018, -3.732, 3.458], [2.403, -2.692, 1.307], [-2.760, -2.912, -0.135], [-4.043, -3.288, -0.551], [-4.200, -4.137, -1.655], [-3.067, -4.603, -2.333], [-1.782, -4.200, -1.932], [-2.660, -2.276, 0.745], [-4.926, -2.927, -0.011], [-5.204, -4.464, -1.958], [-3.199, -5.291, -3.178], [-0.925, -4.605, -2.474], [1.811, -4.659, -1.319], [2.795, -5.084, -2.222], [3.169, -4.267, -3.290], [2.550, -3.023, -3.470], [1.583, -2.594, -2.570], [1.531, -5.312, -0.491], [3.287, -6.054, -2.100], [3.941, -4.589, -4.000], [2.832, -2.381, -4.305], [1.112, -1.617, -2.700], [2.211, 3.508, 0.931], [2.904, 4.007, 2.034], [2.207, 4.443, 3.161], [0.805, 4.430, 3.187], [0.098, 3.979, 2.069], [2.755, 3.198, 0.027], [3.993, 4.101, 1.990], [2.752, 4.881, 4.002], [0.270, 4.817, 4.056], [-0.993, 4.044, 2.040], [-2.798, 2.614, 0.097], [-4.085, 3.164, 0.160], [-4.316, 4.463, -0.316], [-3.264, 5.213, -0.841], [-1.957, 4.683, -0.901], [-2.625, 1.576, 0.400], [-4.908, 2.576, 0.575], [-5.329, 4.885, -0.265], [-3.458, 6.229, -1.207], [-1.146, 5.268, -1.334], [1.181, 4.601, -1.973], [1.849, 5.008, -3.135], [2.137, 4.085, -4.143], [1.730, 2.751, -4.013], [1.037, 2.339, -2.883], [0.983, 5.329, -1.182], [2.144, 6.050, -3.265], [2.657, 4.401, -5.053], [1.947, 2.036, -4.807], [0.682, 1.307, -2.778], [-2.536, -0.237, -1.033], [-2.150, 0.022, -1.619], [-3.258, 0.548, 3.280], [-1.794, 1.005, 3.352], [-0.553, -0.198, 2.677], [1.164, 0.569, 3.059], [1.567, 0.656, 4.542], [-0.707, -1.583, 3.886], [-1.074, -1.319, 5.341], [-3.553, 0.299, 2.252], [-3.953, 1.334, 3.629], [-3.448, -0.334, 3.896], [-1.712, 1.977, 2.822], [-1.487, 1.191, 4.398], [1.965, -0.074, 2.602], [1.179, 1.602, 2.620], [1.612, -0.328, 5.008], [2.562, 1.103, 4.587], [0.873, 1.293, 5.088], [-1.472, -2.263, 3.471], [0.218, -2.178, 3.827], [-2.087, -0.927, 5.425], [-1.056, -2.258, 5.911], [-0.390, -0.624, 5.836]],
  "lowdin_charge": [1.1797, -0.0692, 1.0265, 1.0075, -0.4102, -0.4073, -0.3718, -0.3666, -0.4489, -0.3979, -0.0783, -0.0601, -0.0677, -0.0874, -0.1552, 0.1090, 0.1218, 0.1205, 0.1197, 0.0567, -0.1572, -0.0762, -0.0630, -0.0575, -0.0645, 0.0801, 0.1124, 0.1186, 0.1188, 0.1066, -0.0745, -0.0565, -0.0601, -0.0740, -0.1352, 0.1131, 0.1181, 0.1189, 0.1108, 0.0801, -0.1553, -0.0566, -0.0504, -0.0420, -0.0863, 0.1076, 0.1270, 0.1238, 0.1242, 0.1086, -0.1342, -0.0603, -0.0544, -0.0466, -0.0515, 0.0487, 0.1141, 0.1232, 0.1215, 0.0930, -0.0964, -0.0449, -0.0448, -0.0624, -0.1169, 0.1141, 0.1203, 0.1226, 0.1166, 0.0824, 0.0400, 0.0578, -0.1320, -0.4031, 0.9353, -0.4977, -0.0926, -0.4045, -0.1208, 0.0606, 0.0955, 0.0629, 0.0537, 0.0819, -0.0002, 0.0318, 0.0804, 0.0889, 0.0835, 0.0805, 0.0558, 0.0630, 0.0948, 0.0603]
}